No. 1
{"formula": "C5H6N2O2", "method": "ωB97M-V with the def2-TZVPD basis set", "species": ["O", "N", "C", "C", "C", "C", "C", "N", "O", "H", "H", "H", "H", "H", "H"], "positions_angstrom": [[0.913, -2.226, 2.068], [0.806, -1.088, 1.733], [0.794, 0.063, 1.587], [0.511, 1.304, 0.909], [-0.124, 1.019, -0.484], [-1.277, 0.055, -0.410], [-0.922, -1.047, -1.063], [0.292, -0.909, -1.707], [0.810, 0.376, -1.338], [1.435, 1.870, 0.761], [-0.182, 1.907, 1.501], [-0.398, 1.985, -0.933], [-2.190, 0.270, 0.101], [-1.467, -1.962, -1.197], [0.999, -1.617, -1.529]], "nbo_charge": [-0.429, 0.202, 0.180, -0.504, 0.081, -0.329, -0.017, -0.310, -0.382, 0.249, 0.241, 0.188, 0.230, 0.228, 0.373], "smiles": "[O-][N+]#CC[C@@H]1C=CNO1", "lumo_energy_ha": 0.0298, "e_above_lowest_kcal_mol": 122.53, "total_charge": 0, "gap_ha": 0.3381}



No. 2
{"formula": "C7H13N", "method": "ωB97M-V with the def2-TZVPD basis set", "species": ["C", "C", "C", "C", "C", "C", "N", "C", "H", "H", "H", "H", "H", "H", "H", "H", "H", "H", "H", "H", "H"], "positions_angstrom": [[1.732, -0.803, -0.307], [1.423, 0.417, 0.269], [1.946, 1.694, -0.315], [0.231, 0.492, 1.090], [-1.091, 0.251, 0.055], [-2.040, 1.184, 0.086], [-0.978, -0.835, -0.742], [-1.683, -2.030, -0.300], [1.697, -1.687, 0.322], [2.555, -0.854, -1.008], [2.997, 1.612, -0.589], [1.867, 2.523, 0.387], [1.385, 1.957, -1.216], [0.139, -0.349, 1.778], [0.080, 1.443, 1.591], [-1.961, 2.062, 0.704], [-2.937, 1.059, -0.502], [0.266, -1.094, -0.734], [-1.283, -2.437, 0.642], [-2.741, -1.811, -0.140], [-1.606, -2.797, -1.071]], "nbo_charge": [-0.585, 0.140, -0.662, -0.501, 0.238, -0.487, -0.644, -0.405, 0.226, 0.217, 0.222, 0.219, 0.240, 0.224, 0.223, 0.199, 0.203, 0.372, 0.164, 0.198, 0.199], "smiles": "C=C(C)CC(=C)NC", "lumo_energy_ha": 0.0303, "e_above_lowest_kcal_mol": 68.63, "total_charge": 0, "gap_ha": 0.3289}



No. 3
{"formula": "C35H27Cl2F2N11OSTi", "method": "ωB97M-V with the def2-TZVPD basis set", "species": ["Ti", "F", "C", "C", "C", "C", "C", "F", "C", "C", "C", "C", "C", "C", "N", "H", "H", "H", "H", "H", "H", "Cl", "C", "C", "C", "C", "C", "Cl", "C", "S", "H", "H", "H", "N", "C", "N", "C", "N", "C", "C", "N", "C", "C", "N", "H", "H", "H", "H", "H", "N", "C", "N", "C", "C", "C", "C", "C", "C", "H", "H", "H", "H", "H", "H", "C", "N", "C", "C", "C", "N", "C", "O", "N", "H", "H", "H", "H", "H", "H", "H"], "positions_angstrom": [[0.366, -0.069, 0.493], [0.973, 4.032, 4.011], [0.370, 3.598, 2.901], [0.593, 2.299, 2.488], [-0.041, 1.836, 1.343], [-0.860, 2.694, 0.604], [-1.044, 3.995, 1.068], [-1.821, 4.850, 0.384], [-0.451, 4.471, 2.215], [-1.436, 2.142, -0.627], [-2.334, 2.776, -1.472], [-2.840, 2.091, -2.564], [-2.446, 0.786, -2.793], [-1.542, 0.215, -1.924], [-1.029, 0.872, -0.872], [1.268, 1.687, 3.071], [-0.617, 5.485, 2.551], [-2.651, 3.783, -1.261], [-3.556, 2.574, -3.218], [-2.818, 0.210, -3.627], [-1.223, -0.807, -2.050], [1.211, -4.387, -1.572], [0.579, -3.445, -2.910], [0.062, -4.208, -3.943], [-0.368, -3.593, -5.104], [-0.248, -2.223, -5.228], [0.271, -1.482, -4.179], [0.457, 0.225, -4.504], [0.689, -2.046, -2.958], [1.468, -1.004, -1.757], [0.026, -5.283, -3.838], [-0.757, -4.184, -5.921], [-0.538, -1.717, -6.138], [3.519, -2.936, 1.772], [2.804, -2.499, 0.742], [1.722, -1.886, 1.201], [1.878, -1.969, 2.550], [2.946, -2.601, 2.955], [0.882, -1.343, 3.413], [0.816, -1.530, 4.787], [-0.147, -0.982, 5.515], [-1.054, -0.261, 4.856], [-0.983, -0.051, 3.492], [0.000, -0.585, 2.760], [4.377, -3.467, 1.758], [3.059, -2.633, -0.296], [1.555, -2.141, 5.290], [-1.856, 0.182, 5.433], [-1.715, 0.557, 2.985], [-2.314, -3.396, 0.447], [-1.147, -2.756, 0.358], [-1.276, -1.452, 0.518], [-2.653, -1.231, 0.740], [-3.375, -0.062, 0.982], [-4.739, -0.180, 1.158], [-5.384, -1.428, 1.098], [-4.680, -2.589, 0.866], [-3.307, -2.453, 0.693], [-2.435, -4.391, 0.341], [-0.215, -3.249, 0.152], [-2.899, 0.907, 1.041], [-5.326, 0.708, 1.350], [-6.455, -1.476, 1.239], [-5.169, -3.552, 0.823], [4.829, 1.291, 1.030], [3.952, 1.784, -0.044], [4.423, 2.599, -1.036], [3.619, 3.043, -2.022], [2.252, 2.645, -1.970], [1.795, 1.876, -0.979], [2.649, 1.426, -0.084], [2.228, 0.582, 0.801], [1.373, 3.057, -2.881], [5.826, 1.683, 0.853], [4.852, 0.205, 1.018], [4.463, 1.636, 1.993], [5.472, 2.852, -0.978], [4.003, 3.674, -2.808], [1.673, 3.564, -3.696], [0.449, 2.653, -2.884]], "nbo_charge": [1.747, -0.297, 0.445, -0.325, -0.327, -0.160, 0.440, -0.309, -0.336, 0.216, -0.251, -0.124, -0.201, 0.083, -0.560, 0.239, 0.270, 0.263, 0.245, 0.241, 0.237, -0.008, -0.027, -0.225, -0.171, -0.257, 0.075, -0.009, -0.280, -0.276, 0.245, 0.242, 0.245, -0.324, 0.245, -0.543, 0.282, -0.216, 0.126, 0.051, -0.307, 0.023, 0.031, -0.449, 0.444, 0.272, 0.238, 0.229, 0.233, -0.505, 0.287, -0.612, 0.061, -0.177, -0.207, -0.179, -0.230, 0.166, 0.446, 0.252, 0.217, 0.236, 0.242, 0.243, -0.395, -0.366, 0.118, -0.329, 0.490, -0.526, 0.787, -0.751, -0.721, 0.231, 0.224, 0.233, 0.243, 0.258, 0.420, 0.421], "lumo_energy_ha": -0.2333, "e_above_lowest_kcal_mol": 0.00, "total_charge": 2, "gap_ha": 0.2459}